[1]
This record from the Open Molecules 2025 dataset describes 3 unconnected molecules or ions with the total composition C17H40BN5O7Si. The level of theory is wB97M-V/def2-TZVPD.

As for the SMILES: C[Si](C)(C)c1nnc(B(N)O)nn1.COCCOCCOC.COCCOCCOC. The value obtained for the gap between HOMO and LUMO is 8.4 eV. Its LUMO energy is -0.72 eV.

```
! wB97M-V def2-TZVPD RIJCOSX def2/J DEFGRID3
* xyz 0 1
C 0.49 4.25 -0.36
Si 0.97 2.50 -0.90
C 0.46 1.22 0.44
C -0.03 2.10 -2.46
C 2.86 2.32 -1.22
N 3.68 2.86 -0.28
N 4.97 2.70 -0.48
C 5.32 2.02 -1.59
B 6.90 1.78 -1.80
N 7.87 1.96 -0.73
O 7.39 1.36 -3.06
N 4.51 1.51 -2.55
N 3.22 1.67 -2.35
H 1.04 4.63 0.50
H 0.52 4.95 -1.20
H -0.57 4.21 -0.04
H 1.22 0.44 0.54
H -0.53 0.84 0.16
H 0.36 1.80 1.37
H 0.45 1.37 -3.12
H -0.99 1.63 -2.18
H -0.31 2.99 -3.03
H 7.38 2.16 0.14
H 8.45 1.15 -0.59
H 7.63 0.44 -3.01
C 0.83 0.74 8.01
O 0.44 -0.30 7.13
C -0.84 -0.12 6.55
C -0.83 -0.32 5.04
O -0.13 0.66 4.28
C 1.28 0.74 4.39
C 2.06 -0.46 3.87
O 1.90 -1.61 4.69
C 1.63 -2.80 3.98
H 0.49 0.52 9.03
H 1.92 0.77 8.01
H 0.46 1.71 7.69
H -1.25 0.87 6.78
H -1.51 -0.87 6.99
H -1.87 -0.24 4.71
H -0.51 -1.33 4.78
H 1.58 1.00 5.40
H 1.56 1.59 3.76
H 3.13 -0.21 3.88
H 1.77 -0.66 2.84
H 1.01 -2.62 3.09
H 1.07 -3.47 4.64
H 2.56 -3.30 3.69
C -6.22 -0.24 -4.45
O -5.41 -1.09 -3.66
C -5.80 -2.45 -3.68
C -4.62 -3.38 -3.95
O -4.05 -3.32 -5.25
C -3.35 -2.15 -5.64
C -2.06 -1.85 -4.89
O -2.29 -1.46 -3.54
C -1.47 -2.10 -2.59
H -7.07 0.13 -3.87
H -5.61 0.62 -4.76
H -6.58 -0.74 -5.35
H -6.57 -2.63 -4.43
H -6.21 -2.69 -2.69
H -5.01 -4.40 -3.86
H -3.85 -3.29 -3.18
H -4.01 -1.28 -5.65
H -3.07 -2.32 -6.68
H -1.55 -1.01 -5.39
H -1.40 -2.72 -4.94
H -1.25 -3.14 -2.87
H -2.01 -2.12 -1.64
H -0.54 -1.54 -2.46
*
```

---

[2]
This record from the Open Molecules 2025 dataset describes a molecular structure, C17H40BiNP3Se. The level of theory is wB97M-V/def2-TZVPD.

For the energy above the lowest of the compared OMol25 structures with the same formula, charge and spin, the calculation gives 4.86 kJ/mol. The value obtained for the gap between HOMO and LUMO is 3.3 eV. Its LUMO energy is -11.13 eV.

```
! wB97M-V def2-TZVPD RIJCOSX def2/J DEFGRID3
* xyz 3 1
Bi 0.04 0.02 -0.13
P -1.39 -0.66 2.13
P 1.51 -2.27 -0.64
P -1.96 -0.76 -1.79
H 1.16 2.48 -1.37
C 0.11 2.16 -1.41
C -0.76 2.43 -0.32
H -0.39 2.96 0.56
C -0.68 -0.07 3.70
C -1.65 -2.46 2.34
C -3.04 0.11 2.00
C 2.47 -1.95 -2.15
C 2.65 -2.67 0.72
C 0.44 -3.73 -0.92
C -3.12 0.61 -2.07
C -2.93 -2.20 -1.25
C -1.16 -1.12 -3.39
H -0.28 1.99 -2.41
H -1.84 2.48 -0.47
H -0.46 1.00 3.65
H 0.25 -0.62 3.94
H -1.39 -0.24 4.52
H -0.67 -2.96 2.50
H -2.13 -2.90 1.46
H -2.28 -2.65 3.22
H -2.92 1.21 1.93
H -3.63 -0.12 2.90
H -3.58 -0.24 1.11
H 3.07 -2.83 -2.43
H 3.14 -1.10 -2.00
H 1.81 -1.71 -3.00
H 3.21 -3.59 0.48
H 2.08 -2.85 1.65
H 3.36 -1.85 0.88
H 1.06 -4.61 -1.10
H -0.23 -3.58 -1.78
H -0.18 -3.91 -0.02
H -3.88 0.32 -2.82
H -2.60 1.50 -2.43
H -3.65 0.87 -1.14
H -3.63 -2.51 -2.05
H -3.53 -1.96 -0.36
H -2.29 -3.06 -1.01
H -1.92 -1.26 -4.17
H -0.53 -2.02 -3.34
H -0.51 -0.28 -3.70
C 2.70 2.35 -5.47
C 2.02 3.23 -4.61
C 1.71 4.52 -5.02
C 2.09 4.98 -6.29
C 2.79 4.11 -7.15
C 3.09 2.81 -6.74
Se 3.07 0.56 -4.93
H 2.49 0.74 -3.55
H 1.73 2.88 -3.61
H 1.16 5.19 -4.34
H 1.85 5.99 -6.61
H 3.09 4.46 -8.14
H 3.64 2.14 -7.41
N 1.96 0.88 1.59
H 2.78 1.13 1.05
H 2.20 0.17 2.27
H 1.61 1.71 2.09
*
```

---

[3]
This record from the Open Molecules 2025 dataset describes a molecular structure, C17H40CuN5O6. The level of theory is wB97M-V/def2-TZVPD.

For the energy above the lowest of the compared OMol25 structures with the same formula, charge and spin, the calculation gives 573.00 kJ/mol. The value obtained for the gap between HOMO and LUMO (spin up / spin down) is 6.2 / 6.2 eV. Its LUMO energy (spin up / spin down) is -5.27 / -5.27 eV.

```
! wB97M-V def2-TZVPD RIJCOSX def2/J DEFGRID3
* xyz 1 2
Cu 12.89 32.67 -16.63
C 17.20 37.88 -17.87
C 15.65 37.63 -18.08
C 15.24 38.38 -19.32
O 15.28 36.22 -17.96
H 17.38 37.56 -16.84
H 17.50 38.90 -18.08
H 17.77 37.34 -18.62
H 15.27 38.15 -17.20
H 15.72 37.96 -20.20
H 15.57 39.41 -19.25
H 14.18 38.37 -19.57
C 14.35 29.24 -21.27
C 12.88 29.49 -21.07
O 12.47 30.31 -20.26
N 12.13 28.65 -21.80
C 10.65 28.68 -21.85
H 14.74 29.17 -20.26
H 14.90 30.09 -21.69
H 14.53 28.33 -21.84
H 12.72 28.04 -22.35
H 10.24 28.29 -22.78
H 10.35 29.71 -21.72
H 10.18 28.09 -21.07
C 11.74 33.52 -10.60
C 12.99 34.12 -11.23
O 13.01 34.14 -12.48
N 13.92 34.63 -10.36
C 15.17 35.24 -10.84
H 10.74 33.82 -10.92
H 11.64 33.74 -9.53
H 11.75 32.43 -10.69
H 13.84 34.57 -9.35
H 15.62 34.89 -11.78
H 16.00 35.06 -10.16
H 14.89 36.27 -11.03
C 18.60 30.00 -14.27
C 17.93 31.24 -14.83
O 16.73 31.20 -15.06
N 18.65 32.37 -14.95
C 20.09 32.53 -14.68
H 17.92 29.17 -14.13
H 19.03 30.23 -13.29
H 19.38 29.69 -14.97
H 18.03 33.12 -15.24
H 20.42 33.11 -15.53
H 20.69 31.62 -14.63
H 20.31 33.18 -13.84
C 8.10 36.51 -17.34
C 7.95 35.17 -17.99
O 8.93 34.41 -17.97
N 6.79 34.95 -18.66
C 6.48 33.73 -19.34
H 8.90 37.08 -17.81
H 8.33 36.25 -16.31
H 7.14 37.02 -17.41
H 5.98 35.52 -18.44
H 5.45 33.36 -19.29
H 7.14 32.94 -18.98
H 6.67 33.99 -20.38
O 10.10 29.61 -15.50
C 9.35 28.70 -15.54
N 8.07 28.85 -15.30
C 9.73 27.39 -16.08
H 7.79 29.75 -14.94
H 7.41 28.09 -15.33
H 9.20 27.10 -16.99
H 9.63 26.73 -15.23
H 10.77 27.34 -16.39
*
```

---

[4]
This record from the Open Molecules 2025 dataset describes a molecular structure, C17H40F6NO11S2V. The level of theory is wB97M-V/def2-TZVPD.

The value obtained for the gap between HOMO and LUMO is 8.6 eV. Its LUMO energy is -1.47 eV.

```
! wB97M-V def2-TZVPD RIJCOSX def2/J DEFGRID3
* xyz 0 1
O 2.82 -32.32 -14.51
V 2.53 -31.43 -13.23
O 1.01 -31.56 -12.74
C 5.11 -28.24 -13.15
F 4.60 -28.20 -14.37
F 6.34 -27.72 -13.21
F 4.42 -27.51 -12.25
S 5.33 -30.10 -12.56
O 5.37 -30.88 -13.80
O 6.53 -30.17 -11.76
N 3.80 -30.45 -11.84
S 4.22 -30.47 -10.36
O 4.82 -31.74 -9.93
O 4.84 -29.24 -9.87
C 2.48 -30.42 -9.44
F 1.85 -29.29 -9.70
F 1.76 -31.47 -9.91
F 2.68 -30.59 -8.09
C -4.15 -32.17 -11.32
C -3.59 -31.15 -12.35
C -2.18 -31.43 -12.74
O -4.47 -31.17 -13.45
H -5.23 -32.11 -11.24
H -3.70 -32.01 -10.34
H -3.91 -33.17 -11.68
H -3.65 -30.16 -11.91
H -1.92 -32.46 -12.98
H -1.50 -31.25 -11.91
H -1.88 -30.81 -13.59
H -5.31 -30.75 -13.26
C -1.04 -37.07 -15.09
C -0.29 -36.07 -14.22
C 0.38 -34.82 -14.95
O -1.20 -35.73 -13.28
H -1.85 -36.57 -15.62
H -1.49 -37.83 -14.45
H -0.31 -37.59 -15.70
H 0.47 -36.62 -13.67
H 0.91 -34.14 -14.28
H -0.32 -34.19 -15.49
H 1.12 -35.12 -15.69
H -2.05 -35.54 -13.68
C 1.76 -32.31 -19.15
C 1.93 -32.02 -17.66
C 3.43 -31.65 -17.42
O 1.11 -31.00 -17.21
H 2.32 -33.17 -19.52
H 1.94 -31.48 -19.83
H 0.75 -32.67 -19.32
H 1.75 -32.93 -17.10
H 3.78 -31.38 -16.42
H 3.67 -30.80 -18.05
H 3.93 -32.61 -17.61
H 0.21 -31.22 -17.45
C -0.20 -28.59 -15.31
C 1.14 -28.46 -14.69
C 1.06 -28.14 -13.21
O 1.75 -29.72 -14.76
H -0.61 -27.59 -15.25
H -0.90 -29.21 -14.76
H -0.13 -28.86 -16.37
H 1.71 -27.71 -15.23
H 0.61 -28.91 -12.58
H 0.51 -27.21 -13.08
H 2.11 -27.99 -12.95
H 1.62 -30.07 -15.64
C 3.41 -35.71 -12.17
C 3.94 -34.36 -11.72
C 5.10 -33.92 -12.57
O 2.90 -33.44 -11.96
H 2.50 -36.00 -11.64
H 4.14 -36.51 -12.00
H 3.16 -35.58 -13.22
H 4.19 -34.38 -10.65
H 4.78 -34.02 -13.61
H 6.01 -34.50 -12.46
H 5.30 -32.86 -12.44
H 2.10 -33.87 -11.65
*
```

---

Calculated E_tot (Ha), listed in the same order as above: -1786.4327 -4365.5508 -3037.0803 -3893.6205
Calculated largest force on an atom (Eh/bohr), listed in the same order as above: 0.0430 0.0928 0.0882 0.1647